DFT (ωB97M-V/def2-TZVPD) results for the molecule C6H10.

The geometry in ORCA input format:
```
! RIJCOSX wB97M-V def2-TZVPD def2/J DEFGRID3
* xyz 0 1
C -2.30061 -0.28116 0.26292
C -0.86820 -0.30810 -0.25194
C -0.05557 0.91116 0.23182
C 1.32584 0.89210 -0.31644
C 2.22922 -0.11587 -0.18443
C 2.26276 -1.14257 0.78489
H -2.31559 -0.24704 1.35790
H -2.85046 -1.17310 -0.05438
H -2.83924 0.59775 -0.10930
H -0.35163 -1.20745 0.10271
H -0.86236 -0.35798 -1.34974
H -0.56075 1.83505 -0.07345
H -0.00590 0.87713 1.32785
H 2.91386 -0.08197 -1.02793
H 1.60854 1.67731 -1.01718
H 2.79792 -2.01048 0.34968
*
```

Output
- HOMO level (spin up / spin down): -8.535 / -8.144 eV
- LUMO (spin up / spin down): -0.8 / -0.7 eV
- HOMO-LUMO gap (spin up / spin down): 7.7 / 7.4 eV

DFT (ωB97M-V/def2-TZVPD) results for a cluster of 2 separate species, C5H10NS in total at a distorted geometry.

The geometry in ORCA input format:
```
! RIJCOSX wB97M-V def2-TZVPD def2/J DEFGRID3
* xyz -1 1
C -0.86894 -2.79869 0.27230
C -1.21190 -2.71599 -1.03752
C -0.59873 -0.96899 1.53685
N -1.43232 -1.89120 1.17719
H -0.13459 -3.45326 0.78672
H -1.92766 -1.89919 -1.21602
H -0.96953 -3.42428 -1.82180
H -0.71513 0.11446 1.44289
H 0.38006 -1.33749 1.79999
C 1.47530 2.90101 -0.36433
C 0.57960 1.66477 -0.37815
S -1.15160 2.03353 -0.04712
H 1.54019 3.28977 0.65350
H 0.93934 3.67484 -0.97872
H 2.48799 2.62656 -0.78947
H 0.99777 0.94601 0.33073
H 0.61017 1.23813 -1.36703
*
```

Output
- HOMO level: -2.525 eV
- LUMO: 3.8 eV
- HOMO-LUMO gap: 6.3 eV

DFT (ωB97M-V/def2-TZVPD) results for a cluster of 2 separate species, C4H13NOS in total at a distorted geometry.

The geometry in ORCA input format:
```
! RIJCOSX wB97M-V def2-TZVPD def2/J DEFGRID3
* xyz -1 2
C -1.05368 1.01131 0.76762
N 0.31982 0.66904 0.48260
C 1.04140 -0.37492 1.26902
C 1.21526 -1.68378 0.55457
S 1.96894 -1.64125 -1.13757
C -2.08821 0.01090 0.12295
H -1.11047 2.07120 0.46810
H -1.32676 1.01203 1.82857
H 0.42280 0.34335 -0.47596
H 2.01205 0.12193 1.49968
H 0.45656 -0.53101 2.22111
H 0.23150 -2.08486 0.32345
H 1.61102 -2.38418 1.31880
H 2.53072 -0.42263 -1.17208
H -2.55911 0.30610 -0.81768
H -2.89988 -0.24818 0.78627
H -1.57876 -0.89419 -0.21470
H 0.68550 2.04857 -2.11068
H -0.01893 1.38180 -3.33369
O 0.14022 1.28875 -2.38036
*
```

Output
- HOMO level (spin up / spin down): 0.924 / -5.346 eV
- LUMO (spin up / spin down): 3.3 / 3.3 eV
- HOMO-LUMO gap (spin up / spin down): 2.3 / 8.7 eV

DFT (ωB97M-V/def2-TZVPD) results for the molecule C6H6O at a distorted geometry.

The geometry in ORCA input format:
```
! RIJCOSX wB97M-V def2-TZVPD def2/J DEFGRID3
* xyz 0 1
C 2.31805 -0.97302 0.57976
C 1.86547 0.24269 0.35618
C 0.48239 0.32007 -0.05317
C -0.39560 1.33696 0.10533
C -1.77150 0.83875 -0.14985
O -1.62840 -0.52251 -0.59285
C -0.34466 -0.84446 -0.48616
H 3.03732 -1.65695 1.07107
H -0.15033 2.34518 0.42590
H -2.39311 0.84409 0.74953
H -2.29525 1.33933 -0.96673
H -0.16048 -1.63938 -1.20069
H 1.43610 -1.63077 0.16167
*
```

Output
- HOMO level (spin up / spin down): -8.960 / -6.809 eV
- LUMO (spin up / spin down): 0.5 / -0.7 eV
- HOMO-LUMO gap (spin up / spin down): 9.5 / 6.1 eV

DFT (ωB97M-V/def2-TZVPD) results for the molecule C7H10.

The geometry in ORCA input format:
```
! RIJCOSX wB97M-V def2-TZVPD def2/J DEFGRID3
* xyz 0 1
C -2.14624 -0.33727 -0.40715
C -1.33890 0.92700 -0.53524
C -0.79670 -0.24872 0.23027
C 0.38361 -1.03922 -0.29482
C 1.68649 -0.51224 0.29896
C 1.90621 0.92890 0.58422
C 1.59985 -0.00978 1.71401
H -2.24341 -0.97509 -1.28193
H -3.01579 -0.32335 0.24549
H -0.89005 1.14894 -1.50181
H -1.66804 1.80296 0.01861
H 0.27218 -2.09610 -0.01659
H 0.41315 -0.99135 -1.39357
H 2.56989 -1.12145 0.09438
H 1.13065 1.66708 0.36410
H 2.92200 1.32585 0.56700
H -0.78489 -0.14615 1.31406
*
```

Output
- HOMO level: -8.882 eV
- LUMO: -0.2 eV
- HOMO-LUMO gap: 8.6 eV

DFT (ωB97M-V/def2-TZVPD) results for the ion C4H10NOS with charge +2.

The geometry in ORCA input format:
```
! RIJCOSX wB97M-V def2-TZVPD def2/J DEFGRID3
* xyz 2 2
O -2.07120 1.81798 0.35131
C -0.92246 1.50511 0.30347
C -0.49630 0.23972 -0.47667
C 0.25515 -0.81472 0.35228
C 1.60753 -0.37713 1.04684
S 2.65431 0.73015 0.09818
N -1.77940 -0.33376 -1.02663
H -0.11384 2.04980 0.82073
H 0.08739 0.53413 -1.35214
H 0.55262 -1.60843 -0.33314
H -0.38718 -1.24772 1.12168
H 1.38155 0.23885 1.91542
H 2.15861 -1.29521 1.25188
H 3.41060 -0.13269 -0.63014
H -1.98440 0.01061 -1.96918
H -1.81232 -1.35802 -1.04324
H -2.54067 0.04132 -0.43064
*
```

Output
- HOMO level (spin up / spin down): -19.022 / -19.015 eV
- LUMO (spin up / spin down): -7.7 / -13.1 eV
- HOMO-LUMO gap (spin up / spin down): 11.3 / 5.9 eV

In the order shown, the computed energy above the lowest of the compared OMol25 structures with the same formula, charge and spin values come out to 4.153, 1.461, 1.114, 5.982, 5.230, 0.000 eV.